Computed, not measured: an isolated molecule of C8H19FNPS, with the ωB97M-V functional and the def2-TZVPD basis.

Geometry as XYZ:
```
31
Properties=species:S:1:pos:R:3:forces:R:3:lowdin_charge:R:1
C -1.432 0.525 -2.234 -1.343 -0.304 -2.202 -0.10
C -0.976 1.496 -1.190 3.865 -1.423 -0.594 -0.30
N -0.651 0.850 0.096 -0.097 0.513 -0.638 -0.31
C -1.702 0.929 1.150 1.278 2.087 -2.341 -0.22
C -1.628 2.309 1.708 1.179 0.484 0.904 -0.08
P 0.933 0.535 0.365 1.059 1.220 0.682 0.80
F 1.054 0.465 2.020 -0.304 0.579 -1.791 -0.23
S 2.381 2.397 -0.774 -1.711 -2.795 1.577 -0.07
C 1.131 -1.281 0.117 2.926 -1.595 2.069 -0.68
C 1.405 -1.612 -1.323 0.285 3.812 -1.834 -0.09
C 2.460 -1.706 0.971 -2.149 4.196 0.947 -0.06
C 0.112 -2.159 0.707 -3.027 -1.250 -1.554 -0.12
H -2.462 0.179 -2.040 0.512 -0.484 0.208 0.08
H -1.604 1.119 -3.146 0.051 0.159 0.100 0.08
H -0.788 -0.297 -2.676 -0.436 0.891 1.446 0.08
H -0.009 1.967 -1.587 -1.314 -0.271 0.702 0.04
H -1.666 2.247 -1.013 -1.480 1.521 0.158 0.08
H -1.309 0.261 1.835 -0.884 -1.934 1.711 0.08
H -2.619 0.891 0.601 -0.872 -1.475 0.236 0.12
H -0.673 2.297 2.259 -0.121 0.925 -0.462 0.08
H -1.728 3.070 0.935 0.507 0.023 0.034 0.08
H -2.351 2.564 2.443 -1.038 -0.175 0.682 0.07
H 0.604 -1.839 -2.059 0.205 -0.294 1.121 0.08
H 1.701 -0.532 -1.636 0.170 -1.751 -0.720 0.06
H 2.290 -2.196 -1.486 0.205 -0.556 -0.014 0.07
H 3.173 -0.899 0.821 0.658 -0.316 -0.014 0.07
H 2.757 -2.600 0.611 1.223 -2.842 -1.101 0.03
H 2.243 -1.751 2.065 0.030 -0.006 -0.956 0.09
H -0.856 -1.949 0.171 0.582 -0.647 0.208 0.09
H 0.376 -3.257 0.572 -0.243 1.359 0.002 0.12
H -0.168 -2.022 1.715 0.283 0.351 1.435 0.06
```
Positions in Å, forces in eV/Å.

Energy in eV: -32933.545
HOMO-LUMO gap in eV: 7.617
Structure (SMILES): CCN(CC)[P@](F)(=S)C(C)(C)C

Computed, not measured: an isolated molecule of C22H28N2O3, with the ωB97M-V functional and the def2-TZVPD basis.

Geometry as XYZ:
```
55
Properties=species:S:1:pos:R:3:forces:R:3:lowdin_charge:R:1
C 1.148 0.632 8.405 -0.014 0.036 0.067 0.01
C 0.821 -0.473 7.763 0.034 -0.157 -0.221 -0.16
C 1.793 -1.337 7.011 0.234 0.028 0.299 -0.20
O 1.218 -1.998 5.904 -0.161 -0.047 -0.232 -0.03
C 0.827 -1.260 4.828 -0.037 -0.100 -0.113 -0.19
C 0.955 0.111 4.703 0.121 -0.187 0.212 0.00
C 0.532 0.760 3.550 -0.137 -0.055 -0.256 -0.04
C -0.038 0.048 2.514 0.066 0.216 0.090 -0.22
C -0.494 0.720 1.249 -0.031 0.090 -0.119 -0.17
N 0.328 0.293 0.134 0.275 -0.288 0.415 0.02
C -0.044 0.472 -1.175 -0.090 0.169 -0.350 -0.28
C -1.006 1.410 -1.557 0.209 -0.245 0.264 -0.02
C -1.324 1.607 -2.885 -0.075 0.015 -0.291 -0.01
C -0.688 0.870 -3.878 -0.043 0.109 0.388 -0.23
N -0.965 1.023 -5.245 0.302 -0.299 -0.173 0.12
C -1.814 1.888 -5.861 -0.072 -0.218 -0.596 -0.49
O -2.533 2.679 -5.290 -0.120 0.222 0.203 0.07
C -1.773 1.761 -7.379 0.073 0.062 -0.023 -0.13
C -0.437 2.233 -7.962 -0.100 0.128 0.004 -0.26
C -0.166 3.695 -7.633 0.073 -0.211 -0.065 -0.10
C 0.274 -0.067 -3.507 -0.121 0.096 0.025 -0.04
C 0.590 -0.265 -2.181 -0.049 0.032 0.022 -0.03
C -0.174 -1.335 2.635 -0.020 -0.168 0.089 0.02
C 0.251 -2.001 3.769 0.074 -0.048 0.192 -0.18
O 0.148 -3.340 3.994 0.128 0.355 0.205 -0.03
C -0.292 -4.194 2.961 -0.029 -0.267 -0.402 -0.24
C 0.777 -4.438 1.899 -0.189 0.171 0.338 -0.06
H 0.422 1.205 8.955 -0.169 0.056 0.125 0.05
H 2.159 1.005 8.414 0.230 0.066 -0.068 0.06
H -0.197 -0.839 7.757 -0.173 -0.011 0.059 0.11
H 2.120 -2.157 7.662 0.009 0.157 -0.134 0.14
H 2.680 -0.762 6.711 -0.073 -0.060 0.027 0.13
H 1.379 0.693 5.504 0.041 0.002 0.078 0.10
H 0.648 1.830 3.473 0.012 0.125 -0.033 0.11
H -1.551 0.471 1.062 0.065 0.089 -0.007 0.13
H -0.417 1.808 1.358 -0.120 -0.082 0.073 0.12
H 0.904 -0.514 0.317 -0.069 0.082 0.003 0.12
H -1.509 2.001 -0.808 -0.056 0.075 0.090 0.10
H -2.068 2.335 -3.161 -0.024 0.020 -0.016 0.10
H -0.429 0.410 -5.843 -0.162 0.167 0.007 0.14
H -1.958 0.721 -7.660 -0.056 -0.001 -0.005 0.12
H -2.581 2.376 -7.779 -0.014 -0.067 0.087 0.12
H -0.461 2.100 -9.046 0.045 -0.082 0.037 0.11
H 0.380 1.618 -7.575 0.016 -0.046 -0.088 0.10
H -0.130 3.844 -6.557 0.020 0.100 0.108 0.07
H 0.783 4.013 -8.059 0.063 0.086 0.001 0.07
H -0.955 4.327 -8.035 -0.075 0.112 -0.014 0.08
H 0.778 -0.650 -4.268 0.054 -0.059 -0.067 0.11
H 1.338 -0.997 -1.910 0.080 -0.064 0.015 0.11
H -0.633 -1.876 1.822 -0.041 -0.126 -0.072 0.12
H -0.525 -5.133 3.471 -0.052 0.141 -0.096 0.12
H -1.216 -3.814 2.506 0.051 -0.043 0.101 0.12
H 1.043 -3.513 1.394 0.039 0.043 -0.093 0.06
H 1.671 -4.842 2.366 0.083 -0.053 0.012 0.08
H 0.409 -5.149 1.164 -0.025 -0.070 -0.103 0.08
```
Positions in Å, forces in eV/Å.

Energy in eV: -32390.559
HOMO-LUMO gap in eV: 8.034
Structure (SMILES): C=CCOc1ccc(CNc2ccc(NC(=O)CCC)cc2)cc1OCC

Computed, not measured: a cluster of 4 separate species, C27H31ClF24I2O8S in total, with the ωB97M-V functional and the def2-TZVPD basis.

Geometry as XYZ:
```
94
Properties=species:S:1:pos:R:3:forces:R:3:lowdin_charge:R:1
C 0.872 -2.845 1.494 0.651 0.048 -0.721 -0.23
C 0.062 -2.982 0.226 1.792 0.141 0.464 -0.76
I 1.197 -2.800 -1.557 -0.022 -0.223 0.262 1.08
C -1.220 -3.214 0.246 -1.431 -1.011 -0.104 -0.68
I -2.102 -3.373 2.181 0.003 0.056 -0.547 1.12
C -2.028 -3.338 -1.025 -0.937 0.836 0.508 -0.75
Cl -2.022 -1.609 -1.673 -0.020 0.016 -0.185 0.71
O -1.534 -4.259 -1.945 -0.127 0.804 -0.291 -0.22
S -2.596 -4.366 -3.191 0.135 -0.948 -0.149 0.58
O -2.313 -5.607 -3.775 -0.334 -1.846 0.475 -0.19
O -2.588 -3.314 -4.117 0.006 1.940 0.059 -0.22
O -3.881 -4.290 -2.257 1.239 0.131 -0.673 -0.12
C -3.557 -3.635 -0.974 -1.333 -0.571 -0.113 -0.39
O -4.027 -4.498 -0.029 0.345 0.382 0.047 -0.10
C -5.428 -4.285 0.196 -0.695 0.526 0.296 -0.13
C -5.734 -3.134 1.194 -0.615 -0.754 0.216 -0.34
C -6.332 -3.806 2.454 0.190 0.040 -0.347 -0.07
C -6.773 -2.103 0.672 0.656 0.134 0.203 -0.14
C -6.363 -0.628 0.830 -0.055 0.504 0.254 -0.40
C -5.543 -0.079 -0.360 -0.262 -0.478 0.102 -0.05
C -5.694 -0.311 2.184 0.272 -0.138 -0.852 -0.06
H 1.901 -2.589 1.255 0.026 -0.081 0.084 0.03
H 0.888 -3.796 2.022 -0.085 0.001 0.162 0.07
H 0.473 -2.061 2.132 -0.098 -0.013 0.102 0.05
H -4.136 -2.718 -1.030 0.146 0.139 0.371 0.11
H -5.973 -4.087 -0.731 0.408 -0.168 -0.265 0.13
H -5.830 -5.215 0.588 0.243 -0.185 -0.031 0.13
H -4.797 -2.652 1.456 0.038 0.056 -0.118 0.04
H -6.404 -3.122 3.298 -0.025 -0.007 0.032 0.07
H -5.784 -4.705 2.739 0.216 0.160 0.177 0.08
H -7.336 -4.142 2.184 -0.071 0.008 0.178 0.08
H -6.990 -2.309 -0.380 -0.183 0.107 0.031 0.11
H -7.687 -2.243 1.251 -0.133 -0.062 -0.191 0.11
H -7.294 -0.053 0.829 -0.070 -0.063 -0.004 0.11
H -6.251 0.335 -1.076 0.222 0.191 -0.175 0.08
H -4.987 -0.853 -0.892 0.045 -0.073 0.116 0.04
H -4.819 0.676 -0.062 -0.105 0.165 0.027 0.07
H -5.576 0.764 2.277 -0.089 0.079 0.082 0.06
H -6.266 -0.681 3.033 0.062 -0.086 0.053 0.08
H -4.680 -0.720 2.172 -0.033 -0.132 0.350 0.07
F 3.874 3.010 0.123 0.191 0.102 -0.192 0.09
C 5.028 3.037 -0.579 -0.029 0.564 -0.104 -0.30
F 4.855 3.910 -1.602 0.080 -0.142 -0.016 0.10
C 5.376 1.659 -1.137 -0.353 -0.588 -0.141 -0.43
F 4.428 1.247 -2.007 -0.029 0.163 0.050 0.13
F 6.526 1.795 -1.853 0.117 0.225 0.226 0.11
C 5.628 0.552 -0.099 0.293 -0.249 -0.013 -0.05
O 4.542 -0.327 0.153 -0.504 0.558 -0.039 0.05
C 3.609 0.033 1.098 0.900 -0.107 0.101 -0.53
F 3.983 1.153 1.746 -0.332 -0.201 0.210 0.14
F 3.583 -0.960 2.021 -0.272 0.021 0.026 0.14
C 2.217 0.162 0.485 -0.617 0.021 -0.231 -0.31
F 2.199 1.122 -0.462 0.066 -0.124 0.080 0.10
F 1.318 0.517 1.439 0.168 -0.081 0.144 0.09
H 5.829 3.416 0.062 0.017 -0.093 0.003 0.17
H 6.388 -0.085 -0.525 -0.120 -0.035 -0.279 0.12
H 6.064 0.937 0.821 -0.171 0.193 -0.020 0.14
H 1.898 -0.782 0.028 0.245 0.232 0.165 0.04
F 10.839 1.984 -0.887 0.211 0.120 -0.221 0.09
C 11.991 1.944 -1.593 -0.019 0.585 -0.128 -0.30
F 11.850 2.787 -2.644 0.072 -0.152 -0.007 0.10
C 12.282 0.535 -2.103 -0.342 -0.551 -0.162 -0.44
F 11.315 0.131 -2.955 -0.011 0.158 0.048 0.14
F 13.435 0.600 -2.826 0.126 0.223 0.222 0.11
C 12.492 -0.542 -1.026 0.697 -0.455 0.043 -0.04
O 11.375 -1.364 -0.739 -0.467 0.578 -0.070 0.05
C 10.465 -0.926 0.195 0.908 -0.245 0.223 -0.54
F 10.889 0.203 0.795 -0.363 -0.193 0.216 0.14
F 10.397 -1.876 1.154 -0.301 0.032 -0.004 0.15
C 9.077 -0.759 -0.420 -0.465 0.002 -0.264 -0.27
F 9.095 0.160 -1.403 0.013 -0.104 0.125 0.10
F 8.200 -0.326 0.527 0.551 -0.178 0.190 0.08
H 12.808 2.313 -0.966 0.006 -0.091 0.013 0.17
H 13.233 -1.229 -1.434 -0.088 0.001 -0.170 0.15
H 12.946 -0.138 -0.122 -0.179 0.209 -0.029 0.15
H 8.717 -1.703 -0.833 0.100 -0.071 0.115 0.18
F -7.244 6.421 0.385 0.174 0.060 -0.155 0.09
C -6.069 6.537 -0.270 -0.069 0.562 -0.103 -0.30
F -6.274 7.369 -1.319 0.103 -0.145 -0.013 0.10
C -5.577 5.183 -0.782 -0.272 -0.619 -0.166 -0.44
F -6.448 4.673 -1.680 -0.054 0.149 0.057 0.13
F -4.413 5.411 -1.454 0.082 0.229 0.224 0.11
C -5.269 4.120 0.286 0.687 -0.420 0.052 -0.04
O -6.275 3.145 0.518 -0.605 0.627 -0.107 0.03
C -7.271 3.439 1.430 1.155 -0.045 0.167 -0.53
F -7.005 4.596 2.066 -0.412 -0.175 0.152 0.14
F -7.223 2.465 2.365 -0.443 -0.024 0.082 0.14
C -8.657 3.435 0.788 -0.499 -0.025 -0.235 -0.28
F -8.737 4.374 -0.176 0.073 -0.123 0.083 0.10
F -9.595 3.722 1.721 0.166 -0.064 0.094 0.10
H -5.332 6.998 0.394 0.023 -0.091 0.005 0.17
H -4.429 3.545 -0.102 -0.086 -0.002 -0.185 0.15
H -4.906 4.559 1.214 -0.203 0.195 -0.019 0.15
H -8.876 2.460 0.347 0.106 -0.037 0.072 0.17
```
Positions in Å, forces in eV/Å.

Energy in eV: -149657.620
HOMO-LUMO gap in eV: 8.893
Structure (SMILES): C/C(I)=C(\I)[C@@]1(Cl)OS(=O)(=O)O[C@H]1OC[C@H](C)CC(C)C.FC(F)C(F)(F)COC(F)(F)C(F)F.FC(F)C(F)(F)COC(F)(F)C(F)F.FC(F)C(F)(F)COC(F)(F)C(F)F

Computed, not measured: a cluster of 2 separate species, C36H30FN2S in total, with the ωB97M-V functional and the def2-TZVPD basis.

Geometry as XYZ:
```
70
Properties=species:S:1:pos:R:3:forces:R:3:lowdin_charge:R:1
C -4.815 -4.261 -1.847 -0.246 -0.282 -0.011 -0.09
C -4.673 -3.584 -0.655 -0.135 -0.034 0.200 -0.08
C -3.770 -2.547 -0.557 0.166 0.083 -0.055 -0.03
C -2.997 -2.172 -1.644 0.282 0.245 -0.020 -0.21
C -2.021 -1.022 -1.500 0.386 -0.100 0.249 -0.19
C -2.649 0.311 -1.846 0.097 -0.086 -0.090 -0.18
C -2.226 1.460 -1.197 -0.033 -0.008 0.133 -0.06
C -2.793 2.685 -1.484 0.106 0.085 0.116 -0.09
C -3.788 2.777 -2.434 -0.168 0.306 -0.126 -0.09
C -4.210 1.646 -3.100 -0.104 0.068 -0.136 -0.07
C -3.640 0.424 -2.809 0.080 -0.211 0.045 -0.02
C -0.665 -1.241 -2.238 -0.889 -1.128 -0.606 -0.32
C -0.077 -2.634 -1.925 -0.245 0.104 0.153 -0.11
C 1.305 -2.800 -2.542 0.041 0.173 -0.151 -0.11
N 2.117 -1.622 -2.238 0.558 -0.141 0.217 -0.04
C 3.531 -1.643 -2.113 -0.738 0.402 -0.027 -0.22
C 4.046 -0.377 -1.822 -0.398 -0.224 -0.015 -0.46
C 5.409 -0.186 -1.688 -0.256 0.247 0.039 -0.09
C 6.260 -1.268 -1.820 0.116 -0.080 -0.013 -0.09
C 5.755 -2.533 -2.085 0.208 0.237 0.074 -0.08
C 4.398 -2.729 -2.237 -0.732 0.137 -0.048 -0.02
S 2.740 0.807 -1.659 0.089 0.129 -0.015 1.05
C 1.488 -0.406 -1.980 -0.708 -0.760 -0.012 -0.57
N 0.221 -0.171 -1.951 2.346 0.830 0.518 0.08
C -3.163 -2.853 -2.841 0.081 0.095 0.021 -0.07
C -4.061 -3.895 -2.941 -0.016 -0.110 -0.206 -0.07
H -5.515 -5.076 -1.922 -0.124 -0.147 -0.021 0.10
H -5.263 -3.865 0.202 -0.106 -0.051 0.134 0.10
H -3.656 -2.016 0.373 0.020 0.148 0.278 0.11
H -1.760 -0.971 -0.433 0.040 -0.010 -0.072 0.14
H -1.444 1.388 -0.462 0.193 -0.030 0.178 0.09
H -2.461 3.570 -0.964 0.059 0.141 0.076 0.10
H -4.234 3.732 -2.658 -0.085 0.167 -0.030 0.10
H -4.990 1.713 -3.841 -0.091 0.000 -0.106 0.11
H -3.976 -0.459 -3.320 -0.158 -0.191 -0.149 0.11
H -0.866 -1.187 -3.319 -0.120 -0.131 0.013 0.16
H -0.016 -2.744 -0.838 0.111 0.053 0.049 0.13
H -0.756 -3.427 -2.262 0.313 0.218 -0.051 0.12
H 1.812 -3.692 -2.165 -0.094 0.130 0.067 0.12
H 1.240 -2.900 -3.630 -0.072 -0.064 0.015 0.14
H 5.793 0.801 -1.487 0.127 0.137 0.056 0.11
H 7.324 -1.127 -1.714 0.087 0.035 0.007 0.11
H 6.434 -3.366 -2.173 -0.001 -0.102 -0.032 0.11
H 4.013 -3.711 -2.442 -0.089 -0.236 -0.102 0.10
H -2.579 -2.570 -3.698 0.151 0.053 -0.274 0.12
H -4.167 -4.428 -3.872 -0.030 -0.052 -0.153 0.11
F -1.758 -0.391 7.380 0.742 0.637 -1.287 0.12
C -1.116 0.166 6.330 -0.215 -0.328 0.121 -0.20
C -1.156 -0.428 5.076 -0.504 -0.668 0.211 0.03
C -0.499 0.129 4.009 0.138 0.217 0.008 0.03
C 0.239 1.327 4.146 0.093 0.110 -0.016 -0.17
C 0.886 1.846 2.994 0.073 0.420 0.453 0.15
C 1.647 3.026 2.777 0.000 -0.006 0.140 -0.17
C 2.112 3.285 1.469 -0.148 -0.322 -0.008 0.01
C 2.848 4.410 1.184 0.091 0.028 -0.388 -0.03
C 3.160 5.317 2.180 0.071 -0.018 -0.290 -0.01
C 2.726 5.093 3.470 -0.130 -0.033 0.498 -0.04
C 1.987 3.977 3.764 0.019 0.073 0.174 0.01
C 0.257 1.908 5.435 -0.106 -0.138 0.042 0.03
C -0.400 1.340 6.491 -0.018 0.240 0.672 0.03
H -1.719 -1.336 4.963 -0.129 -0.247 -0.095 0.13
H -0.547 -0.345 3.042 -0.043 -0.146 -0.142 0.13
H 0.770 1.236 2.113 -0.068 -0.175 -0.299 0.13
H 1.892 2.579 0.686 -0.063 -0.157 -0.202 0.09
H 3.186 4.587 0.178 0.038 -0.024 -0.188 0.12
H 3.747 6.192 1.958 0.089 0.147 -0.099 0.13
H 2.969 5.790 4.255 0.021 0.074 0.085 0.12
H 1.690 3.853 4.781 -0.015 0.049 0.173 0.09
H 0.790 2.810 5.632 0.027 0.104 0.127 0.09
H -0.368 1.798 7.464 0.019 0.118 0.194 0.14
```
Positions in Å, forces in eV/Å.

Energy in eV: -54345.251
HOMO-LUMO gap in eV: 3.876
Net charge: +1

Computed, not measured: a structure of composition C10H11N3, with the ωB97M-V functional and the def2-TZVPD basis.

Geometry as XYZ:
```
24
Properties=species:S:1:pos:R:3:forces:R:3:lowdin_charge:R:1
C -3.638 -0.449 -0.070 -3.286 -0.250 -0.541 -0.21
C -1.218 -0.765 -0.131 4.004 4.350 -0.894 -0.26
C -1.100 -2.095 -0.284 -1.044 0.070 0.756 -0.06
C 0.127 -2.798 -0.075 1.883 3.290 0.040 -0.07
C 1.305 -0.728 0.021 -0.412 -1.644 1.162 -0.26
C 2.545 -0.101 0.214 -0.374 3.954 -1.516 0.04
C 2.534 1.318 0.078 -2.236 -2.833 1.164 -0.42
C 1.358 2.052 -0.182 -0.105 -1.151 -0.854 -0.08
C 0.195 1.408 -0.406 -3.006 -0.045 -2.709 -0.07
C 0.121 0.006 -0.226 -2.033 -1.328 0.989 -0.12
H -4.465 0.319 -0.083 1.212 -0.100 -0.810 0.08
H -4.121 -1.000 0.735 1.256 -0.571 1.068 0.06
H -3.866 -1.192 -0.913 1.011 1.441 0.534 0.11
H -1.981 0.672 1.352 -1.573 -1.667 -4.694 0.32
H -2.094 -2.484 -0.324 -0.179 -1.633 -0.122 0.08
H 0.006 -3.875 -0.210 1.038 0.180 0.618 0.10
H 3.533 -0.482 0.089 0.244 -1.147 0.571 0.11
H 4.176 1.993 1.365 -2.127 0.327 -4.851 0.24
H 3.128 3.142 0.284 2.423 -2.983 -0.313 0.12
H 1.552 3.051 -0.489 -0.479 0.923 -0.071 0.09
H -0.696 1.849 -1.108 2.051 -0.612 2.541 0.17
N -2.326 0.148 -0.025 1.745 -0.264 4.225 -0.06
N 1.313 -2.103 0.219 -3.391 -2.692 -1.752 0.09
N 3.611 2.113 0.169 3.377 4.384 5.457 0.01
```
Positions in Å, forces in eV/Å.

Energy in eV: -15012.532
HOMO-LUMO gap in eV: 7.606

- The lowest HOMO-LUMO gap belongs to which entry?
  C36H30FN2S

- energy of number 1 (C8H19FNPS)?
  -32933.545 eV

- Which of these has the highest HOMO-LUMO gap?
  C27H31ClF24I2O8S

- Among the records above, which one has the highest energy?
  C10H11N3